The following is a quantum chemistry calculation of 2 unconnected molecules or ions with the total composition C4H7NO2, from the Open Molecules 2025 dataset.

Atoms and positions in Å:
O  -1.443  0.594  -1.406
C  -0.871  1.221  -0.547
C  0.394  0.684  0.115
N  1.312  0.055  -0.857
C  1.137  -1.303  -0.296
C  0.262  -0.745  0.784
O  -0.325  -1.259  1.687
H  -1.213  2.234  -0.253
H  0.868  1.467  0.724
H  0.919  0.116  -1.791
H  0.555  -2.010  -0.901
H  2.053  -1.776  0.068
H  -1.981  0.072  1.170
H  -1.668  0.651  1.503

The total charge is 0. Its maximum force is 0.74 eV/A. As for the energy above the lowest of the compared OMol25 structures with the same formula, charge and spin: 85.6 kcal/mol. The value obtained for the orbital gap is 10.269 eV. The HOMO energy comes out at -0.3628 Eh. The SMILES is O=C[C@@H]1NCC1=O.[H][H].